# 1
Formula: C25H21AsCl2MoNO3S4Sb
Source: OMol25
Level of theory: the ωB97M-V functional and the def2-TZVPD basis

Structure (XYZ):
```
59
Properties=species:S:1:pos:R:3:mulliken_charge:R:1
Mo 1.09 -1.92 1.01 0.742
Cl -6.34 -2.59 1.16 -0.156
C -4.65 -2.35 1.35 0.059
C -4.20 -1.34 2.20 -0.446
C -2.84 -1.12 2.36 0.473
Cl -2.28 0.15 3.38 -0.155
C -1.92 -1.89 1.66 -0.065
O -0.61 -1.63 1.81 -0.093
C -2.38 -2.90 0.81 0.883
C -1.45 -3.70 0.06 -0.225
O -0.23 -3.56 0.04 -0.406
C -3.75 -3.13 0.66 -1.098
H -4.90 -0.73 2.74 0.504
H -1.87 -4.52 -0.55 0.450
H -4.10 -3.91 0.00 0.482
S 5.07 -3.37 2.55 -0.366
Sb 4.56 -2.12 0.81 0.960
S 2.53 -3.16 -0.19 -0.210
S 2.35 -0.69 2.17 -0.312
S 5.29 -0.54 -0.51 -0.359
N 1.18 -3.55 2.61 -0.551
H 0.43 -4.22 2.52 0.252
H 1.12 -3.17 3.56 0.332
H 2.06 -4.07 2.57 0.295
O 0.59 -0.75 -0.38 0.573
As 0.50 0.93 -0.81 1.688
C 1.47 1.92 0.46 -0.035
C 0.83 2.31 1.64 -0.171
C 1.57 2.98 2.61 -0.709
C 2.92 3.24 2.40 -0.545
C 3.55 2.84 1.22 -0.799
C 2.82 2.17 0.25 -0.594
C -1.35 1.31 -0.72 0.332
C -2.26 0.27 -0.90 -0.454
C -3.61 0.54 -0.85 -0.683
C -4.05 1.84 -0.62 -0.685
C -3.14 2.87 -0.45 -0.794
C -1.78 2.61 -0.50 -0.460
C 1.30 1.04 -2.52 0.145
C 1.52 2.30 -3.08 -0.298
C 2.08 2.37 -4.34 -0.782
C 2.42 1.21 -5.03 -0.517
C 2.20 -0.04 -4.46 -0.785
C 1.63 -0.13 -3.19 -0.193
H -0.22 2.11 1.80 0.400
H 1.09 3.30 3.52 0.460
H 3.49 3.77 3.15 0.447
H 4.60 3.04 1.07 0.453
H 3.31 1.85 -0.67 0.584
H -1.90 -0.74 -1.10 0.486
H -4.33 -0.26 -1.00 0.522
H -5.11 2.05 -0.58 0.469
H -3.49 3.88 -0.28 0.449
H -1.07 3.42 -0.36 0.493
H 1.26 3.20 -2.54 0.428
H 2.26 3.34 -4.79 0.434
H 2.86 1.28 -6.01 0.421
H 2.46 -0.93 -5.00 0.447
H 1.46 -1.10 -2.74 0.282
```

Results
- Frontier orbital gap: 6.29 eV
- Net charge: +2
- Largest force on an atom: 0.549 eV/A
- Lowest unoccupied orbital energy: -8.025 eV
- E_HOMO: -14.310 eV
- M: 875.243 g/mol
- E: -171503.8117 eV
- Multiplicity: 1

---

# 2
Formula: C13H10N4O6
Source: OMol25
Level of theory: the ωB97M-V functional and the def2-TZVPD basis

Structure (XYZ):
```
33
Properties=species:S:1:pos:R:3:mulliken_charge:R:1
O -2.16 -5.98 -4.43 -0.648
C -1.55 -5.03 -3.95 0.250
N -2.31 -4.15 -3.24 -0.098
C -1.74 -3.20 -2.47 0.497
O -2.49 -2.56 -1.77 -0.645
C -0.30 -2.97 -2.51 0.043
C 0.38 -2.05 -1.72 -0.105
C -0.14 -1.10 -0.72 -0.448
C 0.69 -0.18 -0.10 -0.235
C 0.20 0.70 0.98 -0.094
C 1.04 1.57 1.66 -0.912
C 0.50 2.42 2.80 0.878
C -0.45 3.47 2.30 0.219
O -1.42 3.18 1.61 -0.611
N -0.29 4.85 2.50 -0.083
C 0.63 5.29 3.34 0.323
O 0.51 6.45 3.66 -0.626
N 1.53 4.46 3.93 -0.098
C 1.60 3.14 3.58 0.030
O 2.66 2.60 3.82 -0.595
C 0.39 -3.84 -3.46 0.152
O 1.58 -3.61 -3.71 -0.655
N -0.23 -4.86 -4.12 -0.065
H -3.24 -4.44 -3.03 0.271
H 1.44 -1.99 -1.87 0.460
H -1.17 -1.15 -0.41 0.445
H 1.71 -0.14 -0.42 0.381
H -0.88 0.66 1.20 0.333
H 2.07 1.59 1.35 0.368
H -0.02 1.77 3.52 0.393
H -1.08 5.44 2.36 0.291
H 2.39 4.88 4.26 0.304
H 0.19 -5.20 -4.96 0.280
```

Results
- Frontier orbital gap: 7.49 eV
- Largest force on an atom: 5.446 eV/A
- Lowest unoccupied orbital energy: -1.701 eV
- E_HOMO: -9.187 eV
- Energy above the lowest of the compared OMol25 structures with the same formula, charge and spin: 0.0000 eV
- M: 318.245 g/mol
- E: -31889.1597 eV
- Multiplicity: 1
- Structure (SMILES): O=C1NC(=O)C(=C/C=C/C=C/C2C(=O)NC(=O)NC2=O)C(=O)N1

---

# 3
Formula: C37H37CsF4N5PS2Se4
Source: OMol25
Level of theory: the ωB97M-V functional and the def2-TZVPD basis

Structure (XYZ):
```
91
Properties=species:S:1:pos:R:3:mulliken_charge:R:1
Cs -0.78 0.40 -0.34 1.285
Se 0.76 0.07 4.80 -0.155
Se 2.13 0.87 3.24 -0.027
Se 2.97 -1.13 2.28 0.371
Se 4.51 -0.58 0.80 -0.230
S 0.10 1.20 -3.32 -0.537
C 0.14 2.73 -2.62 0.123
N 0.08 3.03 -1.35 -0.292
C 0.10 4.38 -1.10 -0.347
C 0.04 4.99 0.15 -0.565
C 0.07 6.37 0.24 -0.511
C 0.15 7.17 -0.90 -0.417
C 0.22 6.59 -2.15 -0.494
C 0.20 5.20 -2.25 0.828
S 0.26 4.19 -3.66 -0.295
H -0.03 4.38 1.04 0.392
H 0.01 6.85 1.22 0.341
H 0.16 8.25 -0.80 0.341
H 0.29 7.20 -3.05 0.348
F -3.88 -2.47 -0.68 -0.348
C -4.85 -3.17 -0.05 0.658
C -4.87 -4.53 -0.29 0.539
F -3.92 -5.00 -1.11 -0.328
C -5.82 -5.40 0.24 0.385
C -6.78 -4.73 1.00 0.045
C -6.76 -3.37 1.25 -0.009
F -7.72 -2.88 2.04 -0.394
C -5.78 -2.51 0.76 0.231
C -5.69 -1.08 1.08 0.182
C -4.50 -0.36 0.88 -0.179
N -3.50 0.22 0.77 -0.546
C -6.72 -0.35 1.70 0.051
N -7.56 0.30 2.18 -0.781
F -7.78 -5.44 1.57 -0.399
C -5.80 -6.84 0.02 0.511
C -6.83 -7.72 0.42 -0.074
N -7.64 -8.50 0.71 -0.803
C -4.71 -7.50 -0.59 0.098
N -3.83 -8.10 -1.07 -0.847
C 3.65 -6.58 0.58 -0.786
C 3.36 -6.16 -0.87 -0.915
C 2.48 -4.90 -0.94 -0.740
C 1.45 -4.90 0.19 0.465
C 2.19 -4.76 1.54 0.259
C 3.61 -5.37 1.50 -0.786
P 0.25 -3.49 -0.06 -0.495
C -1.15 -3.84 1.13 0.987
C -1.66 -5.30 1.27 0.061
C -1.38 -5.87 2.66 -0.946
C -2.08 -5.04 3.76 -0.831
C -2.05 -3.53 3.44 -0.655
C -0.90 -3.19 2.50 -0.517
C -0.59 -3.89 -1.68 1.573
C -0.74 -5.37 -2.09 -0.174
C -0.80 -5.53 -3.62 -1.166
C -1.64 -4.41 -4.23 -0.502
C -0.97 -3.04 -4.01 -0.793
C 0.01 -3.07 -2.83 -1.260
H 4.62 -7.08 0.64 0.441
H 2.90 -7.31 0.92 0.339
H 2.86 -6.98 -1.40 0.289
H 4.30 -5.97 -1.40 0.482
H 2.00 -4.85 -1.92 -0.140
H 3.10 -4.00 -0.85 0.396
H 0.91 -5.85 0.18 0.528
H 1.61 -5.25 2.32 -0.142
H 2.27 -3.71 1.80 -0.712
H 3.91 -5.65 2.52 0.493
H 4.33 -4.63 1.15 0.292
H -1.96 -3.25 0.67 -0.415
H -1.22 -5.95 0.52 0.426
H -2.74 -5.32 1.11 -0.410
H -0.30 -5.88 2.85 0.040
H -1.71 -6.91 2.70 0.485
H -1.59 -5.24 4.72 0.394
H -3.11 -5.38 3.85 0.356
H -1.97 -2.95 4.36 0.475
H -2.98 -3.24 2.96 0.132
H 0.05 -3.54 2.93 0.212
H -0.82 -2.11 2.38 0.336
H -1.59 -3.47 -1.52 -0.153
H -1.66 -5.77 -1.67 -0.059
H 0.08 -5.98 -1.70 -0.023
H -1.23 -6.51 -3.85 0.566
H 0.21 -5.51 -4.04 0.349
H -2.62 -4.43 -3.76 0.135
H -1.79 -4.60 -5.30 0.480
H -1.73 -2.28 -3.82 0.264
H -0.43 -2.73 -4.91 0.458
H 0.22 -2.05 -2.50 0.478
H 0.96 -3.50 -3.15 0.281
```

Results
- Frontier orbital gap (alpha / beta): 2.24 / 2.19 eV
- Net charge: -2
- Largest force on an atom: 0.740 eV/A
- Lowest unoccupied orbital energy (alpha / beta): 0.672 / 0.626 eV
- E_HOMO (alpha / beta): -1.564 / -1.563 eV
- Energy above the lowest of the compared OMol25 structures with the same formula, charge and spin: 0.3487 eV
- M: 1171.583 g/mol
- E: -350185.5677 eV
- Multiplicity: 1

---

Question: Look up the E of the first one.
Answer: -171503.8117 eV

---

Question: Which value of largest force on an atom does entry 3 give?
Answer: 0.740 eV/A

---

Question: What is the formula in the second record?
Answer: C13H10N4O6

---

Repeat the first record exactly.
Formula: C25H21AsCl2MoNO3S4Sb
Source: OMol25
Level of theory: the ωB97M-V functional and the def2-TZVPD basis

Structure (XYZ):
```
59
Properties=species:S:1:pos:R:3:mulliken_charge:R:1
Mo 1.09 -1.92 1.01 0.742
Cl -6.34 -2.59 1.16 -0.156
C -4.65 -2.35 1.35 0.059
C -4.20 -1.34 2.20 -0.446
C -2.84 -1.12 2.36 0.473
Cl -2.28 0.15 3.38 -0.155
C -1.92 -1.89 1.66 -0.065
O -0.61 -1.63 1.81 -0.093
C -2.38 -2.90 0.81 0.883
C -1.45 -3.70 0.06 -0.225
O -0.23 -3.56 0.04 -0.406
C -3.75 -3.13 0.66 -1.098
H -4.90 -0.73 2.74 0.504
H -1.87 -4.52 -0.55 0.450
H -4.10 -3.91 0.00 0.482
S 5.07 -3.37 2.55 -0.366
Sb 4.56 -2.12 0.81 0.960
S 2.53 -3.16 -0.19 -0.210
S 2.35 -0.69 2.17 -0.312
S 5.29 -0.54 -0.51 -0.359
N 1.18 -3.55 2.61 -0.551
H 0.43 -4.22 2.52 0.252
H 1.12 -3.17 3.56 0.332
H 2.06 -4.07 2.57 0.295
O 0.59 -0.75 -0.38 0.573
As 0.50 0.93 -0.81 1.688
C 1.47 1.92 0.46 -0.035
C 0.83 2.31 1.64 -0.171
C 1.57 2.98 2.61 -0.709
C 2.92 3.24 2.40 -0.545
C 3.55 2.84 1.22 -0.799
C 2.82 2.17 0.25 -0.594
C -1.35 1.31 -0.72 0.332
C -2.26 0.27 -0.90 -0.454
C -3.61 0.54 -0.85 -0.683
C -4.05 1.84 -0.62 -0.685
C -3.14 2.87 -0.45 -0.794
C -1.78 2.61 -0.50 -0.460
C 1.30 1.04 -2.52 0.145
C 1.52 2.30 -3.08 -0.298
C 2.08 2.37 -4.34 -0.782
C 2.42 1.21 -5.03 -0.517
C 2.20 -0.04 -4.46 -0.785
C 1.63 -0.13 -3.19 -0.193
H -0.22 2.11 1.80 0.400
H 1.09 3.30 3.52 0.460
H 3.49 3.77 3.15 0.447
H 4.60 3.04 1.07 0.453
H 3.31 1.85 -0.67 0.584
H -1.90 -0.74 -1.10 0.486
H -4.33 -0.26 -1.00 0.522
H -5.11 2.05 -0.58 0.469
H -3.49 3.88 -0.28 0.449
H -1.07 3.42 -0.36 0.493
H 1.26 3.20 -2.54 0.428
H 2.26 3.34 -4.79 0.434
H 2.86 1.28 -6.01 0.421
H 2.46 -0.93 -5.00 0.447
H 1.46 -1.10 -2.74 0.282
```

Results
- Frontier orbital gap: 6.29 eV
- Net charge: +2
- Largest force on an atom: 0.549 eV/A
- Lowest unoccupied orbital energy: -8.025 eV
- E_HOMO: -14.310 eV
- M: 875.243 g/mol
- E: -171503.8117 eV
- Multiplicity: 1